#A
{"formula": "C5H12N2", "method": "wB97M-V/def2-TZVPD", "elements": ["C", "C", "C", "N", "N", "C", "C", "H", "H", "H", "H", "H", "H", "H", "H", "H", "H", "H", "H"], "coordinates": [[0.53868, -0.08152, -0.71024], [-0.61717, -0.08206, 1.50168], [1.97148, -1.03501, 1.06355], [0.20085, -0.65336, 0.45351], [0.85602, 1.25245, -0.76408], [-1.37563, -0.33734, -1.36451], [-2.27155, 0.63669, -1.45315], [1.09750, -0.70047, -1.40704], [0.49842, 1.82469, -0.01379], [1.66041, 1.49955, -1.31844], [-1.53686, -1.25888, -1.92509], [-0.80788, 0.99108, 1.39822], [-0.11692, -0.22864, 2.46203], [-1.57260, -0.60722, 1.52400], [2.70546, -1.13662, 0.26657], [2.25146, -0.25021, 1.76361], [1.77338, -1.97996, 1.56106], [-3.11930, 0.58439, -2.14088], [-2.13576, 1.56245, -0.89700]], "homo_ev": -7.4, "gap_ev": 8.36, "total_charge": 0}

=====

#B
{"formula": "C5H12N2", "method": "wB97M-V/def2-TZVPD", "elements": ["C", "N", "C", "C", "C", "C", "N", "H", "H", "H", "H", "H", "H", "H", "H", "H", "H", "H", "H"], "coordinates": [[-0.94836, -0.84152, -2.39034], [-1.65527, -1.16015, -1.16989], [-0.71478, -1.57788, -0.24851], [0.12446, -0.71027, 0.47575], [-0.24906, 0.77150, 0.70067], [0.65409, 1.22256, 1.86537], [2.06779, 1.50713, 1.42582], [-1.62073, -0.79425, -3.26509], [-0.33981, 0.04090, -2.17301], [-0.28648, -1.65851, -2.50756], [-2.29505, -0.62467, -0.50097], [-0.22825, -2.49191, -0.33069], [1.12157, -0.96703, 0.84648], [-1.39414, 0.86089, 0.52768], [0.12416, 1.50485, -0.12895], [0.18865, 2.00543, 2.29908], [0.68548, 0.31910, 2.53918], [2.06219, 1.76692, 0.44895], [2.70352, 0.82692, 1.58603]], "homo_ev": -8.2, "gap_ev": 9.28, "smiles": "CN/C=C\\CCN", "total_charge": 0}

=====

#C
{"formula": "C5H12N2", "method": "wB97M-V/def2-TZVPD", "elements": ["C", "C", "C", "C", "C", "N", "N", "H", "H", "H", "H", "H", "H", "H", "H", "H", "H", "H", "H"], "coordinates": [[-2.62620, 0.03002, 0.33700], [-1.21722, -0.42058, -0.14514], [-0.13669, 0.38740, 0.63477], [1.20712, -0.15353, 0.19876], [1.88035, 0.78080, -0.75729], [2.05896, -0.36940, 1.37260], [-0.99145, -0.20739, -1.53545], [2.08288, 1.71562, -0.25119], [-2.70963, 0.04366, 1.42289], [-3.39874, -0.66806, -0.13522], [-1.08540, -1.42962, 0.18458], [-0.25740, 1.46104, 0.43185], [-0.26299, 0.19370, 1.71510], [2.87067, 0.37119, -1.04558], [1.23153, 0.98183, -1.64546], [1.00538, -1.09173, -0.32760], [2.40649, -1.29175, 1.37913], [-2.74438, 1.05489, -0.10469], [-1.25515, -1.04790, -2.09240]], "homo_ev": -7.2, "gap_ev": 3.97, "total_charge": 0}

=====

Stability order, top to bottom: #B, #A, #C

=====

#A
{"formula": "C5H12N2", "method": "wB97M-V/def2-TZVPD", "elements": ["C", "C", "N", "C", "C", "C", "N", "H", "H", "H", "H", "H", "H", "H", "H", "H", "H", "H", "H"], "coordinates": [[-1.33611, -0.13672, -1.69563], [-1.35038, -0.26022, -0.38607], [-2.76798, -0.30162, 0.45912], [-0.52366, -0.37553, 0.78776], [1.19803, -0.27658, 0.23432], [1.80622, 0.95702, 0.88979], [1.60451, -0.33666, -1.14866], [-0.41376, -0.25884, -2.25689], [-2.24863, -0.17412, -2.27843], [-3.44829, 0.41074, 0.20227], [-3.01451, -0.65613, 1.38090], [-0.58221, -1.35054, 1.27374], [-0.61653, 0.47063, 1.46829], [1.57546, -1.17083, 0.74282], [2.89736, 0.98491, 0.77473], [1.60357, 0.98226, 1.96346], [1.39631, 1.86794, 0.43917], [1.81262, 0.56584, -1.56637], [2.40799, -0.94153, -1.28433]], "homo_ev": -8.0, "gap_ev": 9.04, "smiles": "C=C(N)C[C@H](C)N", "total_charge": 0}

=====

#B
{"formula": "C5H12N2", "method": "wB97M-V/def2-TZVPD", "elements": ["C", "C", "C", "C", "N", "C", "N", "H", "H", "H", "H", "H", "H", "H", "H", "H", "H", "H", "H"], "coordinates": [[-2.36267, 1.15659, 1.99605], [-1.77167, 1.01853, 0.81228], [-0.43699, 1.50935, 0.31500], [0.24694, 0.52140, -0.68048], [1.25620, -0.26929, 0.05009], [2.00255, -1.25265, -0.75374], [1.09619, -2.15896, -1.49340], [-3.08386, 0.46568, 2.43328], [-2.33156, 2.12926, 2.50776], [-2.28349, 0.32751, 0.13304], [-0.61970, 2.49139, -0.12341], [0.26603, 1.76192, 1.12635], [-0.56572, -0.15471, -0.92977], [0.62123, 1.17193, -1.45792], [0.65528, -0.85454, 0.62980], [2.55086, -0.73526, -1.53675], [2.65576, -1.73825, -0.03868], [1.54753, -2.72334, -2.18647], [0.55708, -2.66655, -0.80303]], "homo_ev": -9.0, "gap_ev": 10.10, "smiles": "C=CCCNCN", "total_charge": 0}

=====

Stability order, top to bottom: #B, #A